The following is a quantum chemistry calculation of a gas-phase ion, C7H13N2O4 (charge +1), from the Open Molecules 2025 dataset.

Computed properties:
Kohn-Sham gap	10.71	eV
HOMO level	-13.83	eV
charge	+1
energy relative to the best compared isomer or geometry (same formula, charge and spin)	115.8	kJ/mol

```
26
Properties=species:S:1:pos:R:3:forces:R:3
C 1.29578 -0.02306 -0.82820 -1.994 1.202 -0.159
C -1.19435 1.65024 -0.00850 0.532 -2.437 2.182
C -0.20955 -1.83770 0.07138 -1.650 -1.481 2.372
C 0.13767 -0.35936 0.27823 3.078 -0.933 1.013
C -2.36524 -0.54212 -0.21284 0.137 1.057 -0.435
C 2.66869 -0.61190 -0.53419 -0.998 -1.081 -3.695
C -0.18138 2.55871 0.60873 -0.053 -0.777 -1.091
N -1.09914 0.30449 0.11020 -0.971 1.921 -0.789
N -1.28444 -1.81217 -0.93829 0.577 -0.859 -0.654
O 0.95670 0.68958 -1.76583 1.003 -1.368 1.351
O -2.22533 2.22681 -0.42074 -2.593 0.597 -1.812
O -3.13257 -0.07603 -1.05049 -0.074 -0.179 0.187
O -2.77726 -1.03976 0.98817 4.077 -0.025 -0.342
H 0.59588 -2.49135 -0.22575 0.408 0.152 -0.054
H -0.70230 -2.33489 1.03740 1.163 1.232 -1.965
H 0.67384 -0.19749 1.29399 -1.201 -0.251 -1.405
H 3.31213 -0.31872 -1.41638 -0.262 0.171 1.506
H 2.59898 -1.72863 -0.69797 0.013 1.011 0.651
H 2.96309 -0.37624 0.44873 0.769 0.281 1.001
H -0.31967 2.73323 1.69015 0.167 -0.541 -0.500
H -0.42000 3.45690 0.08160 0.538 1.006 -0.072
H 0.77596 2.14468 0.26801 0.094 0.695 0.727
H -0.87945 -1.41413 -1.83362 -1.037 -0.613 1.007
H -1.64313 -2.79168 -1.09497 0.145 1.535 0.048
H -2.93645 1.67457 -0.94386 1.549 -0.042 1.213
H -3.68025 -1.13545 1.06143 -3.415 -0.274 -0.284
```
Forces are in eV/Å.

natural (NBO) atomic charge list, values in e, 5 entries: 0.601, 0.790, -0.246, -0.169, 0.906